An isolated ion of composition C8H17N4 and charge +1 at a distorted geometry. Source: the Open Molecules 2025 dataset; level of theory: ωB97M-V/def2-TZVPD.

Element x y z (Å)
C  -0.130  0.383  2.986
N  -0.070  0.099  1.764
C  -1.172  -0.761  1.232
N  -2.433  -0.009  1.154
C  -0.961  -1.115  -0.231
N  -1.007  0.222  -0.961
C  0.199  0.652  -1.137
C  0.634  1.998  -1.463
C  1.770  2.446  -0.475
N  1.144  -0.328  -1.032
C  0.456  -1.541  -0.543
C  0.581  -2.630  -1.625
H  0.795  0.935  3.225
H  -0.938  0.229  3.536
H  -1.301  -1.642  1.902
H  -2.387  0.816  1.843
H  -3.229  -0.439  1.547
H  -1.776  -1.847  -0.613
H  -1.896  0.654  -0.636
H  0.975  1.927  -2.538
H  -0.222  2.805  -1.386
H  1.383  2.176  0.580
H  1.894  3.557  -0.587
H  2.739  1.898  -0.782
H  2.172  -0.098  -0.809
H  0.854  -1.877  0.396
H  -0.008  -2.221  -2.512
H  0.222  -3.618  -1.072
H  1.711  -2.673  -1.765

Properties
Energy in Ha: -533.7597
HOMO energy in hartree: -0.5006
SMILES: C=N[C@@H](N)[C@H]1NC(CC)=[NH+][C@@H]1C
LUMO in eV: -2.56
Frontier orbital gap in eV: 11.06
Total charge: +1